# 1
The molecule C22H19N3O2, computed with ωB97M-V/def2-TZVPD.

Atoms and positions in Å:
1 C 1.087 5.870 0.758
2 H 1.453 6.835 1.105
3 O 1.488 4.938 1.732
4 C 1.159 3.627 1.545
5 C 0.452 3.122 0.466
6 C 0.182 1.764 0.390
7 C 0.614 0.893 1.375
8 C 1.325 1.410 2.480
9 C 1.591 2.760 2.554
10 H 2.133 3.192 3.378
11 O 1.704 0.487 3.424
12 C 2.407 0.943 4.554
13 H 2.597 0.058 5.160
14 H 3.360 1.402 4.274
15 H 1.814 1.658 5.132
16 N 0.373 -0.477 1.377
17 C -0.126 -1.281 0.411
18 N -0.432 -0.778 -0.768
19 C -0.944 -1.593 -1.706
20 N -1.196 -2.870 -1.557
21 C -0.885 -3.433 -0.370
22 C -1.129 -4.808 -0.189
23 C -0.816 -5.413 0.998
24 C -0.251 -4.673 2.043
25 C -0.005 -3.332 1.895
26 C -0.317 -2.681 0.691
27 H 0.432 -2.785 2.720
28 H -0.008 -5.166 2.973
29 H -1.002 -6.468 1.136
30 H -1.561 -5.356 -1.012
31 C -1.248 -0.984 -3.007
32 C -0.730 0.262 -3.349
33 C -1.022 0.823 -4.578
34 C -1.833 0.148 -5.476
35 C -2.348 -1.095 -5.144
36 C -2.057 -1.661 -3.918
37 H -2.446 -2.628 -3.641
38 H -2.978 -1.623 -5.845
39 H -2.062 0.590 -6.435
40 H -0.615 1.789 -4.840
41 H -0.088 0.773 -2.648
42 H 0.674 -0.924 2.232
43 H -0.373 1.363 -0.440
44 H 0.099 3.765 -0.324
45 H 1.529 5.646 -0.218
46 H -0.003 5.909 0.663

Values from the calculation:
- structure (SMILES) = COc1ccc(Nc2nc(-c3ccccc3)nc3ccccc23)c(OC)c1
- lowest unoccupied orbital energy (Eh) = 0.009
- E_HOMO (eV) = -7.53



# 2
A structure of composition C52H53LiN6O4PS, computed with ωB97M-V/def2-TZVPD.

Atoms and positions in Å:
1 Li -0.953 0.561 1.113
2 N 1.895 0.709 1.511
3 C 3.232 0.596 1.248
4 C 4.133 0.779 2.320
5 C 5.497 0.702 2.149
6 C 6.034 0.456 0.889
7 C 5.167 0.267 -0.170
8 C 3.778 0.300 -0.021
9 P 2.694 -0.069 -1.457
10 C 3.327 -1.697 -2.050
11 C 2.756 -2.176 -3.234
12 C 3.036 -3.448 -3.706
13 C 3.889 -4.280 -2.992
14 C 4.455 -3.823 -1.812
15 C 4.173 -2.547 -1.341
16 C 3.462 1.099 -2.660
17 C 3.044 2.429 -2.556
18 C 3.541 3.397 -3.414
19 C 4.458 3.050 -4.399
20 C 4.876 1.732 -4.513
21 C 4.381 0.761 -3.650
22 H 1.672 1.077 2.422
23 H 1.182 0.977 0.797
24 H 3.722 0.999 3.299
25 H 6.151 0.852 2.999
26 H 7.105 0.405 0.741
27 H 5.574 0.072 -1.155
28 H 2.077 -1.535 -3.786
29 H 2.575 -3.797 -4.622
30 H 4.097 -5.282 -3.346
31 H 5.114 -4.470 -1.245
32 H 4.606 -2.217 -0.406
33 H 2.312 2.695 -1.798
34 H 3.204 4.422 -3.321
35 H 4.842 3.803 -5.076
36 H 5.594 1.456 -5.276
37 H 4.717 -0.264 -3.749
38 C -0.898 2.165 7.074
39 C -2.273 2.465 6.485
40 N -2.215 2.907 5.101
41 C -2.075 4.334 4.879
42 C -3.416 5.062 4.810
43 C -2.250 2.008 4.069
44 S -2.377 2.562 2.474
45 N -2.237 0.728 4.482
46 C -1.770 -0.287 3.768
47 O -1.082 -0.246 2.726
48 C -2.088 -1.642 4.358
49 C -1.456 -2.770 3.848
50 C -1.722 -4.025 4.379
51 C -2.625 -4.161 5.424
52 C -3.265 -3.038 5.934
53 C -2.997 -1.785 5.404
54 H -0.987 1.839 8.113
55 H -0.258 3.051 7.048
56 H -0.426 1.371 6.497
57 H -2.770 3.250 7.062
58 H -2.882 1.566 6.527
59 H -1.539 4.481 3.943
60 H -1.470 4.738 5.696
61 H -3.962 4.718 3.932
62 H -3.261 6.141 4.735
63 H -4.017 4.860 5.700
64 H -0.753 -2.645 3.036
65 H -1.228 -4.896 3.969
66 H -2.833 -5.140 5.841
67 H -3.970 -3.141 6.750
68 H -3.487 -0.902 5.788
69 C 0.191 0.535 -5.219
70 O -0.483 -0.224 -4.238
71 C -1.537 -0.967 -4.637
72 C -1.900 -1.095 -5.972
73 C -2.927 -1.945 -6.361
74 C -3.596 -2.684 -5.405
75 C -3.257 -2.539 -4.069
76 C -2.252 -1.671 -3.645
77 N -1.988 -1.653 -2.269
78 C -1.524 -0.673 -1.395
79 N -1.744 0.601 -1.775
80 C -1.081 1.811 -1.397
81 C -0.220 1.924 -0.303
82 C 0.313 3.215 -0.125
83 C 0.029 4.295 -0.944
84 C -0.828 4.133 -2.031
85 C -1.382 2.886 -2.250
86 O -2.243 2.608 -3.300
87 C -2.655 3.688 -4.099
88 N -0.992 -0.973 -0.256
89 C -0.715 -2.268 0.180
90 C 0.583 -2.525 0.642
91 C 0.978 -3.785 1.050
92 C 0.072 -4.839 1.046
93 C -1.238 -4.592 0.674
94 C -1.632 -3.326 0.266
95 O -2.969 -3.171 -0.068
96 C -3.690 -2.272 0.786
97 H 0.977 1.062 -4.693
98 H -0.482 1.261 -5.685
99 H 0.634 -0.103 -5.989
100 H -1.349 -0.551 -6.726
101 H -3.186 -2.029 -7.409
102 H -4.385 -3.368 -5.688
103 H -3.787 -3.107 -3.312
104 H -2.374 -2.448 -1.779
105 H -2.254 0.702 -2.637
106 H 0.991 3.388 0.711
107 H 0.452 5.274 -0.745
108 H -1.049 4.971 -2.678
109 H -3.393 3.295 -4.795
110 H -1.819 4.114 -4.665
111 H -3.113 4.480 -3.500
112 H 1.272 -1.689 0.669
113 H 2.000 -3.946 1.373
114 H 0.374 -5.831 1.356
115 H -1.993 -5.369 0.710
116 H -4.746 -2.451 0.598
117 H -3.454 -1.228 0.576
118 H -3.460 -2.478 1.833

Values from the calculation:
- lowest unoccupied orbital energy (Eh) = 0.086
- charge = -1
- E_HOMO (eV) = -4.55



# 3
The molecule CH2Cl2FPS, computed with ωB97M-V/def2-TZVPD.

Atoms and positions in Å:
1 C -0.772 -0.446 -0.156
2 F -0.825 -1.397 -1.085
3 P -0.098 1.166 -0.872
4 S 2.609 -1.172 0.670
5 Cl 2.088 0.570 0.244
6 Cl -0.743 2.497 0.464
7 H -1.897 -0.374 0.015
8 H -0.361 -0.844 0.720

Values from the calculation:
- lowest unoccupied orbital energy (alpha / beta) (Eh) = -0.072 / -0.075
- E_HOMO (alpha / beta) (eV) = -8.27 / -8.24



# 4
A structure of composition C9H10F15NaO17S5, computed with ωB97M-V/def2-TZVPD.

Atoms and positions in Å:
1 Na -0.846 -1.202 -0.449
2 C -0.968 -0.893 3.863
3 F -1.607 0.180 3.475
4 F -0.572 -0.861 5.096
5 F -1.921 -1.803 3.954
6 S 0.543 -1.536 2.678
7 O 1.341 -2.407 3.531
8 O -0.091 -2.279 1.597
9 O 1.283 -0.374 2.321
10 C -1.479 -1.138 -5.635
11 F -1.238 -0.140 -6.601
12 F -2.558 -1.827 -5.902
13 F -0.564 -2.136 -5.579
14 S -1.708 -0.235 -3.878
15 O -0.829 0.928 -3.994
16 O -3.122 0.134 -3.862
17 O -1.312 -1.178 -2.794
18 C -4.833 -3.661 0.881
19 F -4.180 -4.030 2.027
20 F -5.075 -4.754 0.238
21 F -5.842 -2.899 1.075
22 S -3.565 -2.618 -0.246
23 O -2.283 -3.360 -0.216
24 O -4.253 -2.463 -1.542
25 O -3.322 -1.308 0.317
26 C -2.875 2.975 1.253
27 F -3.810 2.249 1.827
28 F -3.491 4.177 0.912
29 F -1.791 3.174 2.055
30 S -2.278 2.114 -0.468
31 O -1.485 3.055 -1.249
32 O -1.567 0.882 0.009
33 O -3.567 1.834 -1.112
34 C 2.497 -2.312 -3.162
35 F 1.668 -1.327 -3.565
36 F 2.065 -3.489 -3.660
37 F 3.741 -1.975 -3.467
38 S 2.347 -2.443 -1.238
39 O 2.433 -1.090 -0.604
40 O 0.990 -3.037 -1.019
41 O 3.412 -3.371 -0.874
42 C 1.696 1.821 -0.844
43 O 2.669 2.170 0.115
44 C 2.272 3.018 1.197
45 C 3.503 3.296 2.190
46 O 3.970 2.008 2.717
47 C 5.132 2.141 3.505
48 H 2.118 1.340 -1.726
49 H 1.110 2.693 -1.136
50 H 1.049 1.011 -0.505
51 H 1.386 2.710 1.753
52 H 2.072 4.036 0.864
53 H 3.111 3.878 3.023
54 H 4.283 3.850 1.668
55 H 5.227 1.151 3.952
56 H 5.065 2.917 4.267
57 H 6.048 2.400 2.973

Values from the calculation:
- lowest unoccupied orbital energy (Eh) = 0.265
- charge = -4
- E_HOMO (eV) = 1.32



no.,energy (eV)
1,-31688.1291
2,-92247.7225
3,-48953.1983
4,-143653.2011